[1]
ORCA calculation (the ωB97M-V functional and the def2-TZVPD basis) on a structure of composition C49H75ClI2N9O5 in a non-equilibrium geometry.

Results
**Total charge**: +1
**HOMO-LUMO gap**: 5.77 eV
**HOMO**: -9.4 eV
**Relative energy (zero: lowest compared OMol25 entry of this formula, charge and spin)**: 23.1 kcal/mol

Structure (XYZ):
```
141
Properties=species:S:1:pos:R:3:lowdin_charge:R:1
C 0.06 2.20 1.11 -0.09
O -1.12 2.10 0.30 -0.23
C -1.99 3.22 0.53 -0.23
C -3.17 2.80 1.50 -0.15
C -4.42 3.69 1.10 -0.17
C -5.63 2.75 0.75 -0.20
C -6.08 2.76 -0.75 -0.20
C -4.89 2.65 -1.77 -0.18
C -4.22 1.24 -1.56 -0.20
C -3.51 0.67 -2.84 -0.14
C -2.20 -0.08 -2.37 -0.15
C -2.08 -1.57 -2.81 -0.24
C -3.11 -2.63 -2.17 -0.17
C -4.29 -2.10 -1.32 -0.18
O -3.87 -1.44 -0.10 -0.15
N -4.98 -1.37 0.72 0.00
O -4.66 -0.86 1.73 0.07
C -2.21 -3.68 -1.33 -0.49
Cl -2.92 -4.41 0.15 0.73
C -0.94 -2.75 -1.16 -0.30
O 0.17 -3.23 -0.47 -0.07
C 0.07 -2.99 0.94 -0.14
C 1.52 -2.95 1.56 -0.37
C 2.17 -1.62 0.98 -0.02
O 2.27 -4.11 1.29 0.00
N -0.78 -2.28 -2.56 -0.06
C 0.50 -1.66 -3.00 -0.62
I 0.28 -0.67 -4.95 0.98
C 1.64 -2.75 -3.18 -0.79
C 3.02 -2.04 -3.51 -0.19
I 1.23 -4.09 -4.84 0.90
H 0.85 2.80 0.59 0.09
H -0.20 2.73 2.05 0.09
H 0.51 1.20 1.31 0.07
H -1.44 4.10 0.96 0.13
H -2.36 3.55 -0.46 0.10
H -2.86 2.94 2.56 0.10
H -3.34 1.72 1.35 0.09
H -4.17 4.42 0.31 0.10
H -4.69 4.27 2.02 0.11
H -6.51 3.12 1.35 0.11
H -5.42 1.74 1.15 0.08
H -6.71 3.66 -0.94 0.11
H -6.75 1.88 -0.89 0.11
H -5.31 2.68 -2.79 0.12
H -4.17 3.46 -1.54 0.09
H -5.03 0.55 -1.22 0.09
H -3.54 1.36 -0.69 0.09
H -3.18 1.56 -3.43 0.12
H -4.18 0.02 -3.44 0.12
H -2.12 -0.06 -1.25 0.10
H -1.34 0.54 -2.72 0.08
H -2.42 -1.57 -3.87 0.13
H -3.57 -3.19 -3.02 0.16
H -4.93 -1.45 -1.96 0.12
H -4.94 -2.96 -1.04 0.12
H -2.11 -4.53 -2.05 0.12
H -1.38 -1.90 -0.59 0.15
H -0.40 -2.02 1.21 0.14
H -0.56 -3.79 1.40 0.11
H 1.37 -2.76 2.65 0.14
H 3.22 -1.47 1.29 0.09
H 1.60 -0.72 1.31 0.06
H 2.06 -1.62 -0.14 0.06
H 2.48 -4.06 0.36 0.09
H -0.91 -3.15 -3.10 0.12
H 0.83 -0.86 -2.30 0.12
H 1.83 -3.34 -2.26 0.07
H 3.79 -2.82 -3.35 0.08
H 3.10 -1.73 -4.57 0.04
H 3.24 -1.22 -2.79 0.09
N 3.46 -1.97 4.72 0.01
C 2.90 -0.75 5.01 -0.14
C 3.63 -0.18 6.02 -0.13
C 4.67 -1.08 6.35 -0.10
C 4.54 -2.17 5.54 -0.12
H 3.12 -2.61 4.03 0.12
H 2.03 -0.40 4.48 0.10
H 3.44 0.78 6.47 0.09
H 5.43 -0.94 7.10 0.10
H 5.12 -3.08 5.46 0.11
N -5.23 2.48 4.91 0.01
C -6.34 3.20 5.25 -0.13
C -5.94 4.26 6.02 -0.10
C -4.53 4.18 6.15 -0.11
C -4.12 3.07 5.45 -0.16
H -5.23 1.65 4.35 0.14
H -7.32 2.90 4.91 0.11
H -6.58 5.01 6.45 0.10
H -3.88 4.85 6.70 0.09
H -3.14 2.65 5.29 0.08
N -0.65 3.65 5.78 0.01
C 0.37 2.78 6.03 -0.13
C 1.46 3.19 5.29 -0.11
C 1.07 4.36 4.59 -0.11
C -0.23 4.62 4.91 -0.14
H -1.57 3.59 6.18 0.11
H 0.24 1.94 6.69 0.11
H 2.42 2.70 5.27 0.07
H 1.69 4.94 3.92 0.09
H -0.90 5.41 4.59 0.11
N 1.01 5.24 -1.20 0.00
C 1.53 4.97 -2.43 -0.15
C 2.60 5.80 -2.63 -0.11
C 2.74 6.60 -1.46 -0.11
C 1.74 6.23 -0.59 -0.14
H 0.21 4.78 -0.79 0.11
H 1.10 4.21 -3.06 0.10
H 3.23 5.84 -3.51 0.09
H 3.48 7.36 -1.28 0.09
H 1.49 6.58 0.39 0.11
N -0.40 -7.21 -6.62 -0.01
C -1.41 -7.99 -6.12 -0.15
C -2.08 -8.54 -7.18 -0.11
C -1.45 -8.08 -8.36 -0.10
C -0.41 -7.26 -7.99 -0.14
H 0.26 -6.68 -6.07 0.06
H -1.56 -8.08 -5.05 0.10
H -2.93 -9.20 -7.11 0.09
H -1.72 -8.32 -9.38 0.09
H 0.31 -6.72 -8.57 0.11
N 5.63 -4.85 -5.14 -0.01
C 6.71 -5.62 -4.79 -0.14
C 7.80 -5.16 -5.50 -0.10
C 7.35 -4.08 -6.30 -0.11
C 6.01 -3.90 -6.05 -0.15
H 4.71 -4.96 -4.78 0.11
H 6.62 -6.42 -4.08 0.11
H 8.79 -5.56 -5.45 0.09
H 7.95 -3.49 -6.98 0.09
H 5.30 -3.20 -6.45 0.10
N 5.53 2.20 4.34 0.01
C 5.27 2.41 3.01 -0.15
C 5.93 3.56 2.63 -0.12
C 6.60 4.05 3.78 -0.11
C 6.34 3.19 4.81 -0.14
H 5.17 1.43 4.88 0.10
H 4.65 1.73 2.45 0.09
H 5.92 3.99 1.64 0.09
H 7.22 4.94 3.83 0.09
H 6.66 3.20 5.84 0.11
```

[2]
ORCA calculation (the ωB97M-V functional and the def2-TZVPD basis) on a cluster of 12 separate species, C49H78FN3O27P3 in total in a non-equilibrium geometry.

Results
**Total charge**: -1
**HOMO-LUMO gap**: 5.28 eV
**HOMO**: -4.6 eV

Structure (XYZ):
```
161
Properties=species:S:1:pos:R:3:lowdin_charge:R:1
C -5.88 25.58 -16.60 -0.06
C -4.34 25.78 -16.53 -0.18
N -3.71 25.76 -17.77 -0.06
C -4.18 26.04 -19.03 0.00
C -3.12 26.08 -19.90 -0.01
N -1.94 25.97 -19.19 -0.05
C -2.35 25.68 -17.89 0.04
C -0.57 26.03 -19.81 0.04
H -6.48 26.32 -17.13 0.08
H -6.29 25.48 -15.59 0.08
H -6.11 24.63 -17.07 0.08
H -3.95 24.97 -15.93 0.14
H -4.08 26.72 -16.04 0.15
H -5.22 26.11 -19.31 0.14
H -3.03 26.25 -20.96 0.14
H -1.68 25.46 -17.08 0.17
H -0.72 26.41 -20.82 0.10
H -0.05 25.08 -19.95 0.10
H 0.04 26.81 -19.36 0.10
F -2.44 28.88 -24.94 -0.97
N -1.16 26.19 -11.54 -0.80
O -0.97 26.92 -10.59 -0.07
O -2.17 25.62 -11.64 -0.05
O -0.38 26.15 -12.44 -0.08
C -3.87 32.13 -17.81 0.02
C -2.97 31.66 -18.73 -0.03
C -3.36 31.31 -20.02 -0.37
C -4.65 31.44 -20.50 0.01
C -5.55 31.96 -19.53 -0.06
C -5.25 32.20 -18.26 -0.34
O -6.11 32.55 -17.24 0.04
O -2.47 30.58 -20.68 0.05
H -3.57 32.42 -16.82 0.11
H -1.94 31.50 -18.45 0.12
H -4.92 31.22 -21.52 0.12
H -6.54 31.82 -19.94 0.11
H -6.95 32.39 -17.69 0.09
H -2.67 30.42 -21.61 0.11
C 2.03 23.52 -27.50 0.00
C 2.98 23.17 -28.53 0.00
C 3.36 24.12 -29.48 -0.33
C 2.71 25.37 -29.53 -0.03
C 1.91 25.77 -28.49 -0.03
C 1.50 24.81 -27.55 -0.30
O 0.62 25.21 -26.51 0.01
O 4.24 23.72 -30.45 0.02
H 1.67 22.83 -26.76 0.11
H 3.34 22.16 -28.67 0.11
H 3.00 25.98 -30.37 0.11
H 1.48 26.75 -28.36 0.12
H -0.01 25.89 -26.74 0.10
H 4.30 24.27 -31.24 0.10
C 3.75 31.43 -20.07 -0.01
C 4.82 30.72 -19.38 -0.01
C 6.16 30.88 -19.76 -0.36
C 6.44 31.85 -20.76 0.00
C 5.45 32.73 -21.35 0.01
C 4.10 32.40 -21.03 -0.36
O 3.23 32.83 -21.94 0.05
O 7.12 30.11 -19.24 0.04
H 2.73 31.38 -19.74 0.10
H 4.50 29.93 -18.72 0.10
H 7.46 31.89 -21.14 0.10
H 5.73 33.36 -22.18 0.11
H 2.35 32.45 -21.96 0.12
H 6.93 29.27 -18.83 0.11
C 5.99 25.76 -16.41 -0.02
C 7.37 25.67 -16.27 -0.02
C 8.04 26.06 -15.12 -0.37
C 7.21 26.37 -14.02 -0.01
C 5.82 26.43 -14.10 -0.01
C 5.24 26.16 -15.32 -0.34
O 3.87 26.13 -15.44 0.03
O 9.33 25.94 -14.94 0.07
H 5.50 25.42 -17.31 0.12
H 8.00 25.44 -17.12 0.11
H 7.78 26.55 -13.12 0.11
H 5.16 26.56 -13.25 0.12
H 3.33 26.14 -14.64 0.11
H 9.55 26.19 -14.04 0.11
C -9.50 26.98 -22.93 0.01
C -9.74 25.69 -22.34 -0.01
C -8.84 24.67 -22.49 -0.40
C -7.68 24.86 -23.16 -0.02
C -7.39 26.09 -23.77 -0.01
C -8.30 27.10 -23.62 -0.32
O -8.10 28.27 -24.36 0.03
O -9.11 23.53 -21.84 0.04
H -10.27 27.74 -22.91 0.11
H -10.66 25.55 -21.80 0.11
H -6.90 24.11 -23.16 0.12
H -6.43 26.17 -24.26 0.13
H -7.37 28.14 -24.97 0.10
H -10.04 23.32 -21.83 0.10
C -5.48 20.53 -14.14 -0.14
O -5.46 20.43 -15.51 -0.22
P -4.33 19.61 -16.37 0.48
O -2.98 20.17 -16.30 -0.22
O -4.49 18.10 -15.86 -0.22
C -3.58 17.59 -14.94 -0.13
O -4.96 19.45 -17.90 -0.21
C -4.49 20.48 -18.77 -0.14
H -6.40 20.14 -13.70 0.10
H -5.34 21.57 -13.84 0.09
H -4.66 20.06 -13.60 0.09
H -2.90 18.38 -14.61 0.08
H -2.96 16.75 -15.27 0.09
H -4.29 17.14 -14.25 0.10
H -3.42 20.36 -18.93 0.08
H -4.68 21.50 -18.44 0.08
H -4.92 20.37 -19.77 0.09
C -12.60 29.92 -17.53 -0.10
O -13.23 31.09 -18.07 -0.25
P -12.66 32.59 -17.69 0.56
O -12.07 32.79 -16.31 -0.25
O -11.68 32.82 -19.02 -0.26
C -12.22 33.05 -20.40 -0.07
O -13.90 33.58 -18.13 -0.23
C -13.80 34.92 -17.77 -0.15
H -13.26 29.32 -16.91 0.09
H -11.69 30.21 -17.00 0.08
H -12.38 29.32 -18.41 0.09
H -11.58 32.90 -21.27 0.08
H -12.46 34.11 -20.43 0.07
H -13.15 32.54 -20.67 0.08
H -13.98 35.58 -18.63 0.09
H -12.80 35.22 -17.45 0.09
H -14.52 35.27 -17.03 0.09
C 3.91 20.55 -19.04 -0.08
O 4.32 20.92 -20.37 -0.22
P 5.72 20.35 -20.91 0.51
O 6.08 18.92 -20.68 -0.26
O 5.64 20.77 -22.51 -0.23
C 6.68 20.84 -23.46 -0.12
O 6.85 21.42 -20.33 -0.25
C 8.18 21.01 -20.10 -0.12
H 3.94 21.38 -18.34 0.09
H 4.56 19.74 -18.69 0.08
H 2.89 20.21 -19.20 0.09
H 7.68 21.15 -23.16 0.08
H 6.29 21.68 -24.03 0.09
H 6.80 20.03 -24.17 0.09
H 8.23 19.97 -20.43 0.08
H 8.37 21.16 -19.04 0.09
H 8.81 21.68 -20.69 0.08
C -8.99 24.10 -9.47 -0.12
O -9.94 23.45 -10.25 -0.19
C -11.16 24.14 -10.40 -0.22
C -11.12 25.36 -11.27 -0.14
O -10.51 26.57 -10.59 -0.20
C -10.48 27.64 -11.42 -0.17
H -9.16 23.75 -8.45 0.09
H -8.94 25.17 -9.66 0.09
H -7.97 23.73 -9.64 0.09
H -11.46 24.38 -9.38 0.13
H -11.91 23.42 -10.73 0.13
H -12.17 25.55 -11.47 0.12
H -10.67 25.07 -12.22 0.13
H -9.72 27.42 -12.16 0.09
H -10.33 28.55 -10.84 0.10
H -11.43 27.76 -11.93 0.08
```

[3]
ORCA calculation (the ωB97M-V functional and the def2-TZVPD basis) on a cluster of 13 separate species, C49H79F3N10O9 in total in a non-equilibrium geometry.

Results
**Total charge**: 0
**HOMO-LUMO gap**: 10.43 eV
**HOMO**: -10.5 eV

Structure (XYZ):
```
150
Properties=species:S:1:pos:R:3:lowdin_charge:R:1
C 5.66 1.36 5.70 -0.09
C 5.84 -0.20 5.60 -0.24
C 5.81 -0.89 4.24 -0.17
C 4.67 -0.63 3.33 -0.20
N 3.84 -0.39 2.56 0.19
H 6.39 1.94 5.14 0.07
H 5.74 1.63 6.76 0.07
H 4.64 1.54 5.38 0.06
H 5.07 -0.64 6.23 0.10
H 6.78 -0.34 6.12 0.10
H 5.95 -1.96 4.35 0.11
H 6.66 -0.72 3.57 0.12
C 1.87 -6.46 2.59 -0.09
C 2.38 -6.64 1.14 -0.24
C 3.18 -5.42 0.66 -0.16
C 2.39 -4.17 0.50 -0.18
N 1.80 -3.20 0.37 0.21
H 1.36 -7.31 3.03 0.08
H 1.12 -5.67 2.55 0.05
H 2.69 -6.20 3.26 0.07
H 1.49 -6.83 0.54 0.08
H 3.00 -7.54 1.09 0.11
H 3.53 -5.62 -0.35 0.12
H 3.98 -5.20 1.37 0.12
C 2.64 -3.17 4.53 -0.09
C 1.14 -2.79 4.21 -0.21
C 0.25 -3.01 5.42 -0.19
C 0.50 -4.33 5.98 -0.26
N 0.72 -5.30 6.49 0.16
H 3.23 -2.82 3.68 0.03
H 2.80 -4.24 4.61 0.05
H 3.11 -2.73 5.41 0.07
H 0.83 -3.46 3.40 0.08
H 1.02 -1.84 3.70 0.10
H -0.81 -3.01 5.16 0.10
H 0.39 -2.23 6.16 0.13
C -2.97 2.91 -4.83 -0.09
C -3.37 2.09 -3.57 -0.25
C -4.78 1.60 -3.56 -0.20
C -5.09 0.59 -4.57 -0.22
N -5.33 -0.21 -5.35 0.16
H -2.02 3.43 -4.77 0.04
H -3.79 3.61 -5.00 0.07
H -2.77 2.18 -5.62 0.07
H -3.23 2.67 -2.66 0.09
H -2.61 1.30 -3.57 0.09
H -5.48 2.43 -3.62 0.12
H -4.97 1.12 -2.60 0.08
C -0.53 5.52 -2.90 -0.09
C -0.88 6.86 -3.65 -0.22
C -2.20 6.80 -4.39 -0.20
C -3.27 6.42 -3.53 -0.24
N -4.17 6.07 -2.86 0.16
H -1.28 5.33 -2.13 0.06
H 0.47 5.56 -2.45 0.07
H -0.38 4.60 -3.47 0.04
H -0.07 6.93 -4.37 0.10
H -0.66 7.69 -2.98 0.11
H -2.06 6.20 -5.29 0.12
H -2.55 7.75 -4.79 0.12
C -3.49 3.61 0.94 -0.07
C -4.80 3.83 0.10 -0.25
C -6.00 3.25 0.80 -0.22
C -5.95 1.84 1.12 -0.21
N -5.95 0.71 1.41 0.16
H -3.66 4.12 1.88 0.08
H -2.64 4.00 0.37 0.06
H -3.35 2.54 1.08 0.05
H -4.75 3.53 -0.94 0.09
H -5.05 4.89 0.08 0.10
H -6.86 3.52 0.19 0.12
H -6.17 3.74 1.76 0.12
C 2.33 2.56 -3.51 -0.08
C 1.54 2.57 -4.86 -0.23
C 0.28 1.71 -4.77 -0.18
C 0.49 0.26 -4.39 -0.17
N 0.64 -0.83 -4.01 0.16
H 2.91 1.68 -3.21 0.05
H 1.64 2.80 -2.70 0.06
H 3.05 3.37 -3.47 0.07
H 2.14 2.28 -5.72 0.10
H 1.35 3.61 -5.13 0.10
H -0.22 1.70 -5.74 0.11
H -0.35 2.02 -3.93 0.08
C -1.74 -4.58 0.47 -0.09
C -1.79 -5.97 -0.20 -0.23
C -0.80 -6.22 -1.31 -0.19
C -0.46 -5.20 -2.27 -0.20
N -0.16 -4.43 -3.10 0.19
H -0.75 -4.40 0.88 0.05
H -2.47 -4.47 1.27 0.08
H -1.82 -3.85 -0.33 0.04
H -2.81 -6.04 -0.58 0.11
H -1.75 -6.70 0.61 0.11
H -1.11 -7.14 -1.81 0.13
H 0.17 -6.53 -0.92 0.09
C 0.40 4.44 2.22 -0.09
C 1.66 3.85 2.89 -0.23
C 2.87 3.52 1.97 -0.18
C 3.08 4.49 0.88 -0.24
N 3.21 5.25 0.03 0.15
H -0.05 3.70 1.56 0.06
H 0.58 5.39 1.70 0.07
H -0.23 4.69 3.07 0.07
H 1.31 3.00 3.48 0.08
H 2.14 4.57 3.55 0.10
H 2.75 2.54 1.51 0.09
H 3.75 3.29 2.57 0.11
C -4.10 -3.47 -4.33 -0.11
C -2.85 -2.59 -4.24 -0.24
C -2.45 -2.28 -2.75 -0.20
C -3.53 -1.60 -2.02 -0.22
N -4.35 -1.05 -1.45 0.16
H -4.00 -4.38 -3.74 0.07
H -4.27 -3.69 -5.38 0.07
H -4.97 -2.88 -4.04 0.06
H -3.05 -1.64 -4.73 0.08
H -2.01 -3.13 -4.69 0.09
H -1.51 -1.74 -2.78 0.07
H -2.30 -3.23 -2.23 0.06
C -3.34 -0.20 3.08 -0.05
C -2.69 -1.15 4.06 -0.38
O -1.46 -0.55 4.36 0.16
C -1.31 0.54 3.63 -0.56
O -0.25 1.17 3.51 0.11
O -2.37 0.79 2.93 0.11
F -2.57 -2.31 3.51 0.12
H -4.33 0.16 3.36 0.12
H -3.50 -0.78 2.17 0.14
H -3.35 -1.32 4.90 0.17
C 4.75 -1.09 -1.45 -0.05
C 5.65 -0.93 -0.23 -0.31
O 5.42 0.40 0.09 0.12
C 4.88 1.07 -0.93 -0.55
O 4.75 2.29 -0.92 0.14
O 4.40 0.22 -1.80 0.09
F 6.92 -1.09 -0.69 0.05
H 3.79 -1.57 -1.23 0.12
H 5.25 -1.64 -2.25 0.15
H 5.48 -1.70 0.53 0.16
C 0.79 0.01 0.63 -0.05
C 0.25 -0.71 -0.57 -0.34
O -0.48 0.31 -1.26 0.11
C -0.30 1.51 -0.69 -0.52
O -0.72 2.59 -1.11 0.10
O 0.61 1.40 0.30 0.06
F -0.66 -1.59 -0.17 0.07
H 1.80 -0.31 0.88 0.10
H 0.17 -0.17 1.51 0.12
H 1.02 -1.16 -1.20 0.14
```